No. 1
Entry from the Open Molecules 2025 dataset: 8 unconnected molecules or ions with the total composition C48H63FN10O6 in a non-equilibrium geometry (wB97M-V/def2-TZVPD).

Last column: Mulliken charge in e.
Positions of all 128 atoms, in Å:
C  2.565995  -6.000287  0.016085  -0.948
C  3.922978  -5.517065  -0.486252  -0.291
O  3.806666  -4.234160  -1.101846  -0.380
C  3.338140  -3.241329  -0.221992  -0.427
C  3.897588  -1.898985  -0.638835  -0.249
O  3.302214  -1.400151  -1.829593  -0.635
C  2.267900  -0.534582  -1.658708  0.272
C  0.985789  -0.848591  -2.132391  0.498
F  0.836201  -2.038032  -2.737448  -0.382
C  -0.116348  -0.003661  -1.998380  0.276
C  -1.451380  -0.510551  -2.527835  -1.543
C  -2.617642  -0.481962  -1.516234  -0.276
C  -2.830087  -1.805545  -0.781746  -1.275
C  -3.271130  -2.959143  -1.681897  0.284
C  -3.311741  -4.256938  -0.867796  -1.010
N  -4.379730  -4.198688  0.156862  -0.617
C  0.051238  1.261677  -1.398292  -0.145
N  -0.987047  2.228531  -1.252131  -0.534
C  1.319264  1.576862  -0.930945  0.432
C  2.402103  0.704814  -1.064156  1.266
C  3.590575  1.412534  -0.436560  -0.132
O  4.739628  1.324665  -0.687263  -0.516
N  2.970651  2.284945  0.547334  0.318
C  2.543552  1.545173  1.728142  -0.206
C  3.157021  2.044878  3.055069  -0.549
O  3.663855  3.384233  2.968153  -0.308
C  3.397992  4.078318  4.091963  -0.173
O  3.194614  5.250869  4.063787  -0.479
C  1.847786  2.800252  -0.222592  -0.403
O  1.536340  3.940099  -0.296863  -0.615
H  2.468055  -7.082967  0.051782  0.338
H  1.815854  -5.594909  -0.661951  0.257
H  2.322291  -5.622497  1.009035  0.286
H  4.236371  -6.163465  -1.301164  0.306
H  4.685467  -5.484901  0.294656  0.320
H  2.243812  -3.184307  -0.186962  0.178
H  3.707397  -3.441809  0.791689  0.400
H  4.955503  -2.032478  -0.853690  0.243
H  3.841305  -1.210164  0.205532  0.065
H  -1.326426  -1.538522  -2.834705  0.496
H  -1.702430  0.106015  -3.391625  0.400
H  -3.532530  -0.276832  -2.075617  0.352
H  -2.534004  0.306458  -0.776523  0.419
H  -1.967932  -2.092004  -0.172734  0.296
H  -3.649366  -1.640614  -0.077300  0.333
H  -4.278193  -2.763973  -2.051410  0.001
H  -2.596206  -3.093020  -2.525661  0.351
H  -3.433958  -5.097630  -1.547387  0.348
H  -2.346860  -4.339985  -0.361169  0.470
H  -4.689296  -5.130798  0.405637  0.195
H  -3.960082  -3.801431  0.986680  0.242
H  -1.352080  2.137318  -0.308501  0.213
H  -1.770529  2.007907  -1.854237  0.222
H  1.457115  1.579631  1.831064  0.387
H  2.789031  0.484968  1.644275  0.208
H  2.362751  2.021756  3.801934  0.256
H  3.907484  1.336222  3.404278  0.247
H  3.370326  3.556036  5.058095  0.664
C  5.733917  6.663110  1.217040  -0.701
C  5.785963  7.219105  -0.091020  -0.555
C  4.791066  6.626121  -0.822251  -0.494
N  4.146694  5.734403  -0.008622  0.220
C  4.710219  5.750701  1.233729  0.162
H  6.374028  6.906216  2.049229  0.406
H  6.472044  7.967830  -0.451117  0.401
H  4.487422  6.762349  -1.846298  0.390
H  3.371993  5.154266  -0.277130  0.191
H  4.330862  5.113181  2.017685  0.100
C  -3.962690  5.694609  -3.664082  -0.604
C  -3.351265  6.885559  -3.189110  -0.466
C  -2.235729  6.517658  -2.483659  -0.486
N  -2.151051  5.154488  -2.510530  0.135
C  -3.196352  4.645117  -3.230817  -0.258
H  -4.859425  5.618018  -4.255877  0.384
H  -3.691042  7.895113  -3.347902  0.386
H  -1.498439  7.107278  -1.966504  0.381
H  -1.430050  4.606951  -2.068262  0.212
H  -3.307266  3.583266  -3.374079  0.305
C  -4.530405  -7.192739  -5.315430  -0.439
C  -4.976449  -5.961063  -5.869046  -0.593
C  -5.457480  -5.199554  -4.838526  -0.404
N  -5.321751  -5.923551  -3.685331  0.162
C  -4.754708  -7.138428  -3.966565  -0.524
H  -4.095315  -8.021763  -5.847768  0.411
H  -4.947172  -5.669528  -6.905315  0.413
H  -5.883852  -4.210642  -4.823748  0.424
H  -5.598788  -5.608572  -2.774524  0.158
H  -4.562134  -7.855309  -3.186584  0.389
C  4.680320  8.524355  5.629217  -0.373
C  4.663128  9.610861  6.547001  -0.658
C  3.447557  9.595381  7.175386  -0.446
N  2.729887  8.544096  6.670820  0.045
C  3.475355  7.882597  5.729647  -0.376
H  5.485625  8.246326  4.970197  0.463
H  5.453206  10.321376  6.723806  0.386
H  3.033050  10.238008  7.933102  0.372
H  1.799043  8.296619  6.948854  0.176
H  3.090759  7.017325  5.212522  0.466
C  -8.662933  -2.635311  -2.353595  -0.567
C  -8.184788  -1.466828  -1.704230  -0.677
C  -7.065845  -1.824147  -0.994484  -0.259
N  -6.851315  -3.159058  -1.183773  0.142
C  -7.816818  -3.658791  -2.012317  -0.558
H  -9.523886  -2.714562  -2.995988  0.427
H  -8.611062  -0.478761  -1.753235  0.419
H  -6.407350  -1.242090  -0.371495  0.386
H  -6.086829  -3.688739  -0.770788  0.301
H  -7.821357  -4.700424  -2.289958  0.466
C  -1.411186  3.312128  6.014645  -0.691
C  -2.149248  4.522760  5.921019  -0.432
C  -1.277225  5.504713  5.528026  -0.491
N  -0.043657  4.935413  5.384100  0.130
C  -0.115681  3.602139  5.674746  -0.287
H  -1.787566  2.343751  6.298887  0.399
H  -3.199219  4.656737  6.119146  0.399
H  -1.429104  6.553426  5.339279  0.382
H  0.794108  5.419760  5.108146  0.217
H  0.762509  2.981040  5.616224  0.384
C  3.499489  -11.105105  -0.967986  -0.335
C  4.424360  -10.757776  -1.989845  -0.362
C  3.819029  -9.825164  -2.788054  -0.541
N  2.564042  -9.597275  -2.291599  0.019
C  2.363933  -10.370949  -1.179643  -0.564
H  3.652027  -11.811864  -0.169795  0.409
H  5.419166  -11.148340  -2.122352  0.403
H  4.171010  -9.306693  -3.663323  0.386
H  1.894862  -8.960943  -2.682826  0.199
H  1.433905  -10.332374  -0.638726  0.390

Force components x, y, z for each atom (eV/Å):
-0.10 0.25 0.22
-0.64 0.01 -0.53
-0.02 0.01 0.20
0.28 0.25 -0.01
0.58 -0.48 0.17
-0.42 0.24 -0.01
0.14 0.00 -0.21
0.34 0.29 0.15
-0.04 0.13 0.19
-0.29 -0.40 -0.14
0.12 0.75 0.72
-0.10 -0.41 -0.20
-0.54 0.16 -0.10
0.10 -0.24 0.62
0.16 0.54 -0.05
0.20 -0.27 -0.40
0.37 0.02 -0.28
-0.12 -0.49 0.05
-0.15 0.08 -0.21
0.08 0.21 0.06
-1.34 -0.96 0.14
0.75 -0.12 0.13
1.02 1.08 -0.36
0.02 0.35 0.62
-0.08 -0.41 0.03
-0.60 -0.83 0.64
-0.09 0.56 0.00
-0.05 0.32 -0.08
-0.33 -1.40 0.09
-0.30 0.59 0.14
0.18 -0.08 -0.08
-0.13 -0.19 -0.13
0.07 0.04 0.08
0.30 -0.11 0.08
0.06 -0.08 0.07
-0.08 -0.16 -0.01
-0.05 0.02 0.10
0.06 0.05 -0.12
-0.27 0.27 -0.13
0.07 -0.01 -0.43
-0.07 -0.16 -0.20
-0.09 0.04 0.01
0.15 0.14 0.03
0.24 0.04 -0.16
0.04 0.03 0.17
0.02 0.11 -0.25
0.00 -0.05 -0.10
-0.16 -0.18 0.16
0.18 -0.36 -0.20
0.15 -0.05 0.11
-0.35 0.06 0.19
-0.01 0.47 0.06
0.02 -0.02 -0.11
-0.09 0.12 -0.18
0.04 -0.08 -0.13
-0.07 -0.05 0.03
0.42 0.27 -0.13
0.10 -0.61 -0.22
0.00 0.00 -0.01
0.01 0.02 0.01
-0.03 -0.05 -0.01
0.06 0.05 -0.09
0.04 -0.07 0.10
-0.01 0.01 0.00
0.00 0.00 0.00
0.02 0.01 0.00
-0.09 0.02 0.09
0.21 0.36 -0.42
-0.02 -0.01 -0.02
0.00 0.01 0.00
0.00 -0.03 0.03
0.09 -0.04 0.03
0.05 -0.02 0.08
0.00 0.00 0.00
0.00 0.00 0.00
-0.01 0.01 0.00
0.00 -0.02 -0.01
-0.03 0.01 -0.03
0.02 0.01 -0.01
0.02 -0.01 0.00
-0.03 0.06 0.03
0.06 0.00 -0.01
-0.01 0.01 0.06
0.00 0.00 0.00
0.00 0.00 0.00
-0.03 -0.01 0.00
-0.04 0.03 -0.02
-0.01 -0.02 -0.02
0.02 0.00 0.03
0.02 -0.01 0.00
-0.06 0.00 0.01
0.09 0.00 -0.01
-0.16 -0.01 0.03
-0.01 0.00 -0.02
0.00 0.00 0.00
0.01 0.01 -0.01
0.00 0.00 0.02
0.11 0.21 0.09
0.01 0.00 -0.03
0.04 0.03 0.00
0.02 -0.01 0.00
-0.03 -0.20 -0.13
0.05 -0.04 0.01
0.00 0.00 0.00
0.00 0.00 0.00
-0.02 0.01 0.02
-0.04 0.34 0.15
-0.09 0.00 -0.01
0.01 -0.01 -0.03
0.00 0.02 -0.01
0.02 -0.04 0.04
0.09 0.08 -0.04
0.07 0.03 -0.04
0.00 0.00 0.01
0.00 0.00 0.00
-0.02 0.00 0.00
-0.01 -0.01 -0.06
-0.03 -0.05 0.07
0.01 0.01 0.02
0.01 0.01 0.01
-0.04 0.04 -0.05
0.07 -0.01 0.07
-0.08 0.05 -0.03
0.00 0.00 0.00
0.00 0.00 0.00
0.01 -0.02 -0.01
0.00 0.00 -0.01
0.00 -0.03 0.00

Calculated values
SMILES string: CCOCCOc1c(F)c(CCCCCN)c(N)c2c1C(=O)N(CCOC=O)C2=O.c1cc[nH]c1.c1cc[nH]c1.c1cc[nH]c1.c1cc[nH]c1.c1cc[nH]c1.c1cc[nH]c1.c1cc[nH]c1

---

No. 2
Entry from the Open Molecules 2025 dataset: 2 unconnected molecules or ions with the total composition C5H10NO in a non-equilibrium geometry (wB97M-V/def2-TZVPD).

Last column: natural (NBO) charge in e.
Positions of all 17 atoms, in Å:
C  -4.692246  -0.775786  -0.581506  0.084
C  -0.637240  1.686269  0.387530  -0.746
C  1.131485  -1.522261  -0.106949  -0.596
C  0.182733  0.743421  -0.328391  0.397
C  1.186098  -0.053650  0.221576  -0.567
N  -3.693180  -0.572913  -0.032612  0.189
O  -2.631213  -0.191740  0.433003  -0.497
H  -0.928085  2.500186  -0.285248  0.273
H  -5.725798  -0.876496  -0.834441  0.280
H  -0.307200  2.280783  1.335940  0.275
H  1.080231  -1.620801  -1.166403  0.223
H  0.203090  -2.056874  0.198154  0.242
H  2.064136  -2.035520  0.080295  0.254
H  -1.429739  0.918512  0.513508  0.369
H  -0.318949  0.670679  -1.303923  0.228
H  2.164094  0.214517  -0.256354  0.340
H  1.134631  0.183873  1.247017  0.252

Force components x, y, z for each atom (eV/Å):
1.12 0.11 1.10
2.54 2.80 0.91
-1.12 -1.35 -0.80
-2.61 1.94 -0.54
1.29 -0.82 -0.26
-1.33 0.65 -1.07
-0.32 -1.15 0.07
-0.81 -0.54 -0.15
0.09 -0.21 -0.13
-0.30 -2.04 -1.25
-0.11 0.11 -1.20
0.95 0.41 0.53
-0.06 -0.14 0.89
-0.74 0.34 0.20
1.05 -0.76 -0.22
-0.51 0.61 0.45
0.88 0.04 1.47

Calculated values
Charge: +1

---

No. 3
Entry from the Open Molecules 2025 dataset: a gas-phase ion, C7H13N2 (charge +1) in a non-equilibrium geometry (wB97M-V/def2-TZVPD).

Last column: natural (NBO) charge in e.
Positions of all 22 atoms, in Å:
C  -2.698915  0.937332  0.416411  -0.614
C  -1.682973  0.579189  -0.740831  -0.224
N  -0.424471  0.363790  -0.142813  -0.145
C  0.855201  1.104756  -0.562091  0.047
C  1.915183  0.281922  -0.334369  -0.113
C  3.326206  0.336636  -0.372452  -0.676
C  1.344942  -0.862407  0.302424  0.074
N  0.035367  -0.807043  0.403120  -0.084
C  -0.970420  -1.757442  0.873446  -0.423
H  -2.179784  1.125969  1.277158  0.215
H  -3.401488  0.135588  0.473287  0.220
H  -3.131870  1.888769  0.096265  0.238
H  -1.591110  1.361866  -1.393561  0.236
H  -2.023529  -0.331264  -1.194924  0.212
H  0.800729  2.112522  -0.941756  0.251
H  3.843220  -0.442439  0.302867  0.249
H  3.803582  0.190616  -1.478441  0.262
H  3.865379  1.313840  -0.178511  0.269
H  1.908049  -1.827276  0.454131  0.257
H  -0.424905  -2.573371  1.402875  0.263
H  -1.718854  -1.180554  1.492219  0.252
H  -1.449549  -1.951002  -0.154454  0.233

Force components x, y, z for each atom (eV/Å):
-0.37 0.52 -3.84
-2.10 -1.45 3.53
7.12 1.93 -0.63
-3.13 -2.07 0.73
-3.08 -1.02 1.79
6.17 0.46 -2.26
0.69 -1.69 -0.63
-0.29 1.66 -0.72
-0.54 0.58 -1.39
1.17 0.23 2.34
-0.77 -0.12 0.45
-0.60 -0.33 0.35
0.28 1.67 -1.81
-0.07 -0.24 -0.84
-0.29 -0.09 -0.09
-0.98 1.22 -1.14
-1.41 -0.18 2.34
-1.20 -0.83 0.32
-0.86 1.32 0.54
-0.94 0.46 -0.65
1.02 -0.99 -0.39
0.18 -1.03 1.99

Calculated values
SMILES string: CCn1cc(C)c[n+]1C
Charge: +1

---

Relative energy (zero: lowest compared OMol25 entry of this formula, charge and spin) per entry: 38.0; 607.8; 302.7 kJ/mol
HOMO level per entry: -7.53; -14.25; -13.75 eV